274
Properties=species:S:1:pos:R:3 method="wB97M-V/def2-TZVPD" gap_ev=6.97 charge=-2 multiplicity=1
C -2.1442 29.4026 10.0609
C -2.4878 29.4196 8.7586
C -3.1119 30.6400 8.1378
O -3.4097 30.6241 6.8708
C -3.3249 31.7848 8.8701
C -2.8934 31.8837 10.2528
C -2.2427 30.5810 10.8630
O -1.8417 30.5914 11.9776
O -3.1586 32.8364 11.0302
O -2.1847 28.3495 8.1612
H -1.6319 28.5528 10.4873
H -3.7604 32.6226 8.3459
C 1.9684 29.0423 13.6820
O 2.5009 28.5162 12.5378
C 1.4354 28.3390 11.5140
C 1.9786 27.9570 10.1435
N 3.0212 26.9876 10.3657
C 3.4920 26.6026 9.0465
C 4.6986 25.6595 9.3053
O 5.6848 26.2239 10.0876
C 6.9005 25.3496 10.0862
H 1.6515 30.0084 13.2893
H 2.7116 29.1640 14.4700
H 1.0602 28.4727 13.8792
H 0.8261 29.2360 11.4040
H 0.8443 27.5145 11.9126
H 2.3581 28.8041 9.5721
H 1.1955 27.4957 9.5417
H 2.5331 26.2439 10.8441
H 3.7032 27.5162 8.4907
H 2.6751 26.1206 8.5094
H 5.0666 25.5200 8.2888
H 4.1894 24.7770 9.6926
H 7.5491 25.9062 10.7627
H 7.3785 25.1922 9.1194
H 6.6423 24.4483 10.6422
C 1.1873 26.3932 2.3445
O 0.4207 27.5439 1.9403
C -0.8203 27.3676 1.3730
C -1.4428 28.7649 1.1447
N -1.3046 29.4898 2.4283
C -2.0658 30.7678 2.5813
C -1.5165 32.0137 1.8032
O -0.3224 32.4487 2.3123
C 0.2992 33.5070 1.6114
H 2.0175 26.4806 3.0453
H 1.5480 25.9479 1.4173
H 0.6009 25.6430 2.8751
H -1.3951 26.6781 1.9913
H -0.7213 26.9222 0.3831
H -2.3896 28.6927 0.6095
H -0.8542 29.3792 0.4634
H -1.4394 28.7906 3.1445
H -2.0626 30.9965 3.6471
H -3.0998 30.6707 2.2504
H -2.2994 32.7612 1.9315
H -1.3703 31.8879 0.7304
H 0.2814 33.2465 0.5531
H 1.3352 33.6381 1.9237
H -0.1856 34.4832 1.6094
C -7.5925 34.0426 11.9296
C -7.9805 34.5357 13.1605
C -7.1874 34.4334 14.3115
C -5.9007 33.8930 14.2176
C -5.5632 33.1496 13.0623
C -6.4276 33.3253 11.8715
O -5.9540 32.9472 10.6210
O -7.5367 35.2149 15.4596
H -8.2096 34.1570 11.0506
H -8.9484 35.0134 13.1983
H -5.4487 33.8716 15.1982
H -4.6586 32.5736 12.9342
H -5.0258 32.7439 10.7574
H -8.3351 35.7469 15.4240
C -6.4853 32.5784 7.0100
C -7.3812 33.3732 7.6495
C -8.7150 33.4762 7.2954
C -9.1878 32.7020 6.2389
C -8.3156 31.9520 5.4902
C -6.9806 31.9126 5.8881
O -6.1441 31.0508 5.2379
O -9.5654 34.3225 7.9035
H -5.4702 32.3396 7.2909
H -6.9831 33.9144 8.4951
H -10.2597 32.6958 6.1068
H -8.7914 31.3234 4.7521
H -5.2932 30.7814 5.5914
H -10.2946 34.7601 7.4582
C -3.9606 24.6264 13.2869
C -4.3671 25.9061 12.7776
C -3.5698 26.6476 11.9104
C -2.3879 26.1137 11.5076
C -2.0010 24.8638 11.9458
C -2.7679 24.1544 12.7920
O -2.2988 22.9327 13.1655
O -3.8963 27.9391 11.5835
H -4.5106 24.0772 14.0368
H -5.2877 26.3594 13.1142
H -1.6896 26.7056 10.9344
H -1.0378 24.4610 11.6693
H -2.8155 22.1585 13.4004
H -3.2116 28.4557 11.1524
C -1.9644 36.1265 12.3894
C -1.1876 37.0955 13.0005
C -1.5738 38.4008 12.7117
C -2.5420 38.7548 11.8506
C -3.1251 37.7792 11.0599
C -2.9342 36.4427 11.4260
O -3.5152 35.3860 10.7707
O -0.8748 39.4770 13.2339
H -1.7419 35.0844 12.5650
H -0.4008 36.8367 13.6936
H -2.7354 39.7968 11.6428
H -3.9936 38.0008 10.4574
H -3.3917 34.4955 11.1074
H -0.6837 39.2456 14.1458
C -0.5950 33.9826 15.2180
C -0.8313 33.0398 14.2365
C 0.0805 32.9795 13.1886
C 1.1767 33.8436 13.0805
C 1.4775 34.6552 14.1867
C 0.6005 34.7261 15.2499
O 0.9020 35.6135 16.2156
O 0.0141 32.0413 12.2319
H -1.2850 34.2243 16.0129
H -1.6687 32.3577 14.2343
H 1.9344 33.8451 12.3109
H 2.4072 35.2031 14.2287
H 1.7751 35.5198 16.6036
H -0.8467 31.6208 12.1704
C 2.6636 32.1187 6.8963
C 2.7550 32.2280 8.2885
C 1.7806 31.5655 8.9945
C 0.6642 30.9485 8.4343
C 0.4790 31.0042 7.0741
C 1.4104 31.7769 6.2843
O 1.2325 32.0910 4.9623
O 2.0062 31.4313 10.3280
H 3.3491 32.6640 6.2646
H 3.5686 32.7106 8.8096
H -0.0367 30.5188 9.1347
H -0.4685 30.6195 6.7267
H 1.2540 33.0508 4.9571
H 1.1377 31.5104 10.7292
C -7.5399 29.1653 2.3159
C -8.3617 28.4577 1.4711
C -8.7055 29.0228 0.2161
C -8.0929 30.2227 -0.1639
C -7.1717 30.9097 0.7081
C -6.9564 30.3536 1.9534
O -5.9630 31.0186 2.6933
O -9.7411 28.5148 -0.5230
H -7.3837 28.7371 3.2950
H -8.8282 27.5350 1.7833
H -8.2865 30.6169 -1.1506
H -6.7493 31.8380 0.3528
H -6.1245 30.8997 3.6321
H -10.0788 29.2704 -1.0094
C -4.1780 27.3636 3.3249
C -5.3310 26.6211 2.9669
C -6.2755 26.3624 3.9281
C -6.2273 27.0448 5.1574
C -5.0776 27.7770 5.4561
C -4.0927 27.9348 4.5896
O -3.0419 28.7785 4.8579
O -7.4398 25.6539 3.5739
H -3.5666 27.8563 2.5834
H -5.6105 26.2782 1.9817
H -6.9880 27.0626 5.9239
H -5.0588 28.2487 6.4274
H -3.1925 29.2237 5.6950
H -8.1330 25.9380 4.1742
C -3.6121 27.5852 15.3436
C -4.8328 27.5838 15.9435
C -5.7555 28.5718 15.7273
C -5.4183 29.6619 14.9059
C -4.1102 29.7051 14.3285
C -3.2298 28.6747 14.5554
O -1.9874 28.7373 13.9663
O -7.0006 28.6275 16.3366
H -2.8234 26.8679 15.5165
H -5.1071 26.7558 16.5802
H -6.0947 30.5010 14.9748
H -3.8967 30.4684 13.5949
H -2.0591 29.4855 13.3692
H -7.1948 27.7543 16.6851
C -1.7069 24.7461 5.0299
C -1.7884 25.5434 6.1732
C -1.3356 24.9935 7.3662
C -1.0678 23.6487 7.5463
C -1.2408 22.8416 6.4397
C -1.4907 23.4024 5.1884
O -1.5302 22.5590 4.0978
O -1.1046 25.8065 8.4757
H -1.8778 25.1400 4.0390
H -1.9193 26.6137 6.1124
H -0.6800 23.1846 8.4411
H -1.1144 21.7734 6.5370
H -1.7436 22.9960 3.2700
H -1.3280 26.7377 8.5418
C -6.7091 37.6880 8.0308
C -6.4770 38.2066 6.7687
C -5.3874 37.6860 6.0329
C -4.6156 36.7080 6.5836
C -4.8390 36.1654 7.8515
C -5.8623 36.7556 8.5829
O -5.9801 36.2781 9.8345
O -5.0916 38.1466 4.7371
H -7.4958 38.1945 8.5702
H -7.1666 38.9810 6.4670
H -3.7484 36.2931 6.0915
H -4.1710 35.3625 8.1266
H -5.4137 35.5647 10.1376
H -5.7745 38.7428 4.4212
C -3.6566 33.6194 4.6166
C -2.5249 33.4243 5.5758
O -1.5754 34.4080 5.3364
C -1.9032 35.0622 4.2752
O -1.2064 35.9242 3.7134
O -3.0626 34.6496 3.8167
H -4.4796 34.1009 5.1447
H -3.9971 32.6991 4.1419
H -2.1498 32.4014 5.6096
H -2.8243 33.7657 6.5666
C -0.0456 30.5129 18.0559
C -0.5580 30.1977 16.5578
O 0.5873 30.6780 15.7946
C 1.5184 31.2822 16.5578
O 2.5589 31.6993 16.1100
O 1.0451 31.3516 17.8904
H 0.1978 29.5482 18.5012
H -0.6975 31.1611 18.6415
H -1.5134 30.7141 16.4645
H -0.6052 29.1209 16.3949
C -8.0181 30.3439 9.6770
C -6.5596 29.9915 9.2693
O -6.7463 28.8935 8.4088
C -8.0917 28.7732 8.1162
O -8.6114 27.9359 7.3454
O -8.7191 29.6941 8.7254
H -8.2770 31.3879 9.5008
H -8.1176 30.1315 10.7414
H -6.0675 29.6628 10.1847
H -5.9469 30.7950 8.8605
C -5.5255 25.8213 9.4145
C -4.4844 25.2236 8.4939
O -5.3067 24.4139 7.5540
C -6.5693 24.6889 7.6940
O -7.4031 24.0882 7.0564
O -6.7680 25.3834 8.7906
H -5.5420 26.9093 9.3500
H -5.3335 25.4178 10.4087
H -3.7237 24.5791 8.9343
H -4.0801 26.0083 7.8545
C -0.1893 34.3782 9.0439
C -0.7865 35.7024 8.4109
O -0.1784 36.7119 9.1787
C 0.7724 36.1590 10.0364
O 1.4422 36.8720 10.7922
O 0.8632 34.8691 9.8969
H 0.2582 33.7824 8.2484
H -0.8484 33.7998 9.6913
H -1.8715 35.6189 8.4740
H -0.4456 35.7369 7.3761
C 0.2416 28.1234 5.2963
C 1.0167 27.5507 6.5274
O 2.3509 27.7527 6.4330
C 2.5688 28.3222 5.2624
O 3.6513 28.5796 4.8080
O 1.3779 28.6770 4.6710
H -0.6048 28.7868 5.4742
H -0.1178 27.3742 4.5909
H 0.7265 26.5040 6.6179
H 0.8564 28.0361 7.4901